# 1
The following is a quantum chemistry calculation of 3 unconnected molecules or ions with the total composition C4H11NO2, from the Open Molecules 2025 dataset.

orbital gap: 8.985 eV
LUMO energy: 0.8 eV
highest occupied orbital energy: -8.23 eV
energy relative to the best compared isomer or geometry (same formula, charge and spin): 69.4 kcal per mole
SMILES: C=C/C=C/N.O.O

CARTESIAN COORDINATES (ANGSTROEM)
C 2.605 -0.387 -0.001
C 1.614 -0.620 -0.841
C 0.243 -0.016 -0.872
C -0.731 -0.556 -1.613
N -1.758 0.187 -2.135
H 3.604 -0.634 -0.213
H 2.305 0.300 0.909
H 1.938 -1.237 -1.747
H 0.317 0.910 -0.336
H -0.838 -1.561 -2.000
H -2.706 -0.179 -2.210
H -1.664 1.138 -1.952
O -0.356 -0.931 1.640
H 0.535 -0.540 1.665
H -0.689 -1.304 0.865
O -1.001 1.988 2.720
H -1.021 1.677 1.838
H -1.003 1.141 3.210


# 2
The following is a quantum chemistry calculation of a molecular structure, C15H20I2N3OTb, from the Open Molecules 2025 dataset.

spin multiplicity: 7
orbital gap (spin up / spin down): 3.955 / 4.011 eV
total charge: -2
LUMO energy (spin up / spin down): 4.6 / 4.6 eV
highest occupied orbital energy (spin up / spin down): 0.63 / 0.57 eV

CARTESIAN COORDINATES (ANGSTROEM)
C 0.337 -2.463 -2.842
I 3.673 -1.933 0.847
H 1.409 -2.364 -3.109
H -0.238 -2.395 -3.763
H 0.213 -3.457 -2.382
C -1.440 1.892 -2.537
C -0.431 -0.100 -2.271
N -1.447 0.715 -1.824
H -0.031 2.569 -4.122
I 1.774 2.085 -0.344
N 0.247 0.654 -3.188
H -2.171 2.671 -2.376
Tb 1.314 -0.702 0.180
C -0.133 -1.463 -1.907
O -0.363 -1.821 -0.649
C -0.394 1.851 -3.395
C 1.574 0.407 -3.692
H 2.346 0.844 -3.036
H 1.632 0.883 -4.680
H 1.775 -0.657 -3.800
C -2.324 0.483 -0.693
H -3.353 0.725 -0.994
H -2.072 1.131 0.162
H -2.260 -0.557 -0.369
C 1.543 0.637 3.932
C 0.720 -0.558 4.297
C 0.536 -1.014 5.587
C -0.206 -2.182 5.830
C -0.790 -2.908 4.781
C -0.637 -2.503 3.468
C -1.219 -3.300 2.344
C 0.109 -1.295 3.220
N 0.325 -0.867 2.020
H 0.995 1.321 3.268
H 2.460 0.349 3.391
H 1.836 1.179 4.835
H 0.996 -0.445 6.397
H -0.339 -2.515 6.857
H -1.362 -3.812 4.992
H -0.722 -4.278 2.244
H -2.283 -3.509 2.531
H -1.126 -2.791 1.378


# 3
The following is a quantum chemistry calculation of a molecular structure, C3H4CsNaO4, from the Open Molecules 2025 dataset.

orbital gap: 9.806 eV
total charge: +2
LUMO energy: -7.0 eV
highest occupied orbital energy: -16.85 eV

CARTESIAN COORDINATES (ANGSTROEM)
O 0.148 -0.786 0.421
C -0.838 0.057 1.009
C 0.365 -0.847 -0.865
O -0.529 0.391 2.155
O -1.603 0.647 0.242
C 1.517 -0.361 -1.536
Cs 0.262 0.500 6.348
H 1.915 -1.072 -2.263
H 2.316 -0.062 -0.853
Na -1.913 2.797 0.885
O -0.637 -0.637 -1.746
H -1.519 -0.621 -1.283
H 0.515 -0.006 -2.513


The max |F| results, record by record, are as follows: 4.141, 4.139, 4.389 eV/Å.